A single C21H27FN2O3S molecule. Source: OMol25; level of theory: ωB97M-V/def2-TZVPD.

Structure (XYZ):
```
55
Properties=species:S:1:pos:R:3:forces:R:3
C 5.421 -1.813 4.025 -0.3 -0.7 -0.8
C 4.475 -1.362 2.759 -1.9 1.0 -3.5
C 2.990 -0.638 2.884 1.6 -1.1 -2.9
C 2.062 -0.248 1.549 3.6 -1.8 -0.6
C 2.626 -0.546 0.040 2.7 -1.2 3.3
C 1.851 -0.263 -1.375 0.2 -0.4 1.1
C 1.096 1.187 -1.484 0.1 2.5 -2.6
C -0.537 1.255 -1.661 0.1 -0.1 0.5
C -1.146 0.220 -2.780 -0.5 0.3 0.4
C -2.512 -0.451 -2.103 0.0 0.0 -1.2
C -2.254 -1.939 -1.458 -0.5 -0.4 0.0
C -2.806 -2.134 0.075 0.2 -0.5 0.0
C -2.327 -0.978 1.136 -0.6 -0.5 0.7
C -3.007 -1.295 2.614 1.6 0.6 -0.2
S -4.884 -1.095 2.615 0.1 1.5 -0.9
C -5.281 0.537 1.785 -0.1 2.5 0.5
N -5.605 1.867 2.471 1.2 -4.8 -6.6
N -5.820 2.707 1.389 0.6 -3.4 -4.3
C -5.673 1.982 0.045 0.2 0.3 5.4
O -5.315 0.568 0.314 -1.1 4.6 3.4
C 1.600 1.914 -2.900 1.2 1.5 -0.8
C 2.458 3.290 -2.496 0.5 -1.3 -0.1
F 1.813 4.420 -3.205 1.3 -2.0 2.3
O 2.538 3.329 -1.004 -3.3 -1.7 -2.3
C 1.507 2.418 -0.484 -1.1 2.7 6.2
O 1.035 2.768 0.726 2.7 -2.9 -7.9
C 4.136 -1.247 -0.069 -1.2 0.5 3.2
C 5.039 -1.646 1.246 -3.8 1.6 0.2
H 6.566 -1.820 3.687 -2.6 0.3 0.8
H 5.186 -2.952 4.291 0.3 2.6 -0.5
H 5.245 -1.144 4.969 0.4 -1.3 -1.9
H 2.607 -0.437 3.995 0.7 -0.4 -2.9
H 1.008 0.251 1.697 2.4 -1.0 -0.3
H 2.647 -0.364 -2.241 -1.6 0.3 1.9
H 1.062 -1.116 -1.555 1.4 1.7 0.5
H -1.032 1.083 -0.610 1.0 0.2 -2.1
H -0.823 2.356 -2.014 0.7 -2.3 1.0
H -0.387 -0.609 -3.135 -1.5 1.6 0.9
H -1.410 0.864 -3.735 0.4 -1.4 1.9
H -3.309 -0.576 -2.964 1.5 0.3 1.8
H -2.953 0.331 -1.344 0.9 -1.7 -1.4
H -2.831 -2.726 -2.145 1.3 1.7 1.5
H -1.127 -2.264 -1.487 -2.0 0.9 0.0
H -2.357 -3.165 0.466 -1.0 2.1 -0.8
H -3.982 -2.282 0.061 2.4 0.6 0.1
H -2.664 0.121 0.834 0.9 -2.4 0.5
H -1.160 -1.060 1.297 -2.3 0.4 -0.5
H -2.767 -2.423 2.887 -0.9 2.3 -0.5
H -2.565 -0.590 3.470 -0.9 -1.6 -2.0
H -5.789 2.469 -1.033 0.3 -1.5 2.7
H 2.386 1.353 -3.561 -1.7 0.5 1.4
H 0.729 2.270 -3.634 1.9 -0.9 1.9
H 3.593 3.288 -2.797 -2.5 0.2 0.2
H 4.560 -1.491 -1.152 -1.0 0.6 2.6
H 6.088 -2.173 1.098 -2.5 1.3 0.3
```
Forces are in eV/Å.

For the total energy, the calculation gives -44871.8266 eV. As for the structure (SMILES): Cc1ccc(C[C@]2(CCCCCCCSc3nnco3)C[C@@H](F)OC2=O)cc1. The multiplicity is 1. The highest occupied orbital energy comes out at -0.31032 Eh.